(1)
The following is a DFT calculation (the ωB97M-V functional and the def2-TZVPD basis) of the molecule C6H9N at a distorted geometry.

Structure (XYZ):
```
16
C6H9N | the Open Molecules 2025 dataset | the ωB97M-V functional and the def2-TZVPD basis
N -2.178 0.546 -1.468
H 1.289 -0.594 -1.914
H 0.826 -2.098 -1.153
H 0.355 -2.051 1.449
C -0.315 0.933 0.043
H -0.143 -0.630 2.153
C 0.051 2.144 0.479
C -0.087 -1.124 1.258
C 0.610 -1.075 -1.223
H -0.565 2.984 0.218
C 0.541 -0.297 0.173
C -1.347 0.869 -0.777
H 0.918 2.493 1.050
H -0.377 -0.866 -1.637
H -1.078 -1.255 0.884
H 1.498 0.019 0.464
```

- 2S+1: 3
- HOMO energy (spin up / spin down): -6.42 / -11.58 eV
- Energy relative to the best compared isomer or geometry (same formula, charge and spin): 0.389 eV
- HOMO-LUMO gap (spin up / spin down): 7.372 / 8.605 eV


(2)
The following is a DFT calculation (the ωB97M-V functional and the def2-TZVPD basis) of a 2-piece molecular cluster, C6H9N overall at a distorted geometry.

Structure (XYZ):
```
16
C6H9N | the Open Molecules 2025 dataset | the ωB97M-V functional and the def2-TZVPD basis
H 1.232 0.638 -2.341
C -1.103 -1.551 0.269
H -2.638 1.157 1.015
N 2.042 0.345 0.947
H -1.842 0.086 2.186
H -1.267 -2.066 1.201
C -1.284 -0.248 0.155
C 1.231 1.456 0.736
H -1.116 0.238 -0.798
H -0.940 1.413 1.431
H 2.919 0.277 -1.923
C -1.706 0.650 1.267
H 1.694 -0.954 -1.663
H -0.794 -2.162 -0.563
C 1.879 0.119 -1.636
C 1.693 0.602 -0.282
```

- 2S+1: 3
- HOMO energy (spin up / spin down): -6.35 / -9.65 eV
- Energy relative to the best compared isomer or geometry (same formula, charge and spin): 2.452 eV
- HOMO-LUMO gap (spin up / spin down): 7.240 / 7.742 eV


What is the energy relative to the best compared isomer or geometry (same formula, charge and spin) in the first record?
0.389 eV